103
Properties=species:S:1:pos:R:3:forces:R:3 method="wB97M-V/def2-TZVPD" homo_lumo_gap_ev=5.9 total_charge=+1 lumo_energy_ev=-4.8
C -0.644131 -0.459506 -0.145492 -0.13 -0.35 -0.11
C -1.253697 -1.826585 -0.176124 1.27 0.03 0.52
N -0.441534 -2.797420 0.689784 -0.61 -0.39 0.04
C -0.156213 -3.985001 0.038673 -0.78 1.11 0.61
C -1.036531 -5.037736 -0.032695 1.63 -0.80 -0.60
C -0.518634 -6.158262 -0.684952 -1.10 0.44 0.78
N 0.692831 -6.149586 -1.176928 0.54 -0.46 -0.57
N 1.557779 -5.138436 -1.193621 -0.50 -0.56 0.21
C 1.103954 -4.091132 -0.588844 0.98 0.99 -0.23
Br 2.243935 -2.604627 -0.516791 0.04 -0.49 -0.46
H -1.330612 0.212972 -0.626724 -0.10 0.57 -0.16
H -0.452660 -0.158631 0.864098 -0.05 0.31 0.55
H 0.286659 -0.456295 -0.682145 0.38 0.16 -0.31
H -2.255760 -1.813145 0.209281 -0.55 -0.12 0.08
H -1.223623 -2.211764 -1.180620 -0.30 -0.22 -0.50
H -0.992222 -3.042091 1.500242 -0.24 0.24 0.20
H -2.010048 -5.016157 0.400532 -0.50 -0.02 0.20
H -1.095135 -7.050708 -0.799084 -0.10 -0.60 -0.15
H 1.037350 -6.996639 -1.602526 0.22 -0.09 -0.22
C -2.541534 2.703530 -2.125076 0.22 -0.17 -0.22
O -1.368409 1.895336 -2.221660 -0.18 -0.03 0.18
H -2.525149 3.208157 -1.162550 0.03 0.03 0.02
H -2.551884 3.453208 -2.917348 -0.13 0.08 0.06
H -3.443451 2.086898 -2.189344 -0.06 0.09 0.01
H -1.397368 1.455869 -3.080298 0.10 0.12 -0.21
C -1.947452 6.081046 -0.042706 -0.30 0.27 -0.24
O -2.704395 6.318237 -1.224337 0.30 -0.17 0.23
H -1.345744 5.187777 -0.196250 0.02 -0.01 -0.04
H -1.286488 6.927941 0.161926 0.09 -0.11 0.14
H -2.612807 5.922591 0.812494 0.13 -0.03 0.09
H -3.236946 7.105195 -1.069252 -0.29 -0.12 -0.22
C -2.942757 1.659846 2.383817 0.08 -0.17 0.08
O -2.641034 0.264412 2.288128 -0.05 0.03 -0.04
H -3.302462 1.982060 1.411305 0.00 -0.02 -0.05
H -3.719930 1.842551 3.128460 -0.02 0.04 -0.02
H -2.051583 2.236524 2.640609 -0.02 0.05 -0.03
H -2.324093 -0.023379 3.147193 -0.01 0.00 0.08
C 4.298139 0.429837 1.408583 -0.26 -0.39 -0.23
O 3.010902 0.273881 0.789839 0.11 0.29 0.01
H 4.497702 1.490790 1.505291 -0.03 0.05 -0.02
H 4.299492 -0.028743 2.398025 0.20 0.02 0.04
H 5.082726 -0.021971 0.799188 0.09 0.08 0.05
H 2.830375 -0.662166 0.687752 0.00 0.10 0.31
C -6.568731 7.025315 -1.810050 0.11 0.17 0.04
O -5.326389 7.688993 -1.584516 -0.03 0.02 0.06
H -6.364179 5.960037 -1.854600 0.05 -0.03 0.00
H -7.271602 7.220054 -0.996596 -0.03 -0.05 -0.01
H -7.014860 7.341886 -2.755139 -0.03 -0.05 -0.01
H -5.500749 8.632315 -1.546243 0.01 0.07 -0.02
C -4.909654 -6.007061 -1.173431 0.32 0.15 -0.05
O -3.693167 -6.624722 -1.631804 -0.20 -0.14 0.05
H -5.738556 -6.600157 -1.536436 0.00 -0.11 0.00
H -4.947222 -5.985339 -0.084247 -0.12 -0.05 0.01
H -4.992010 -4.990763 -1.567991 -0.05 -0.02 -0.01
H -2.973565 -6.089365 -1.306074 0.04 0.26 -0.09
C -1.020728 0.701646 -6.294313 0.10 -0.06 -0.03
O -0.999951 1.513771 -5.126509 0.19 -0.01 0.14
H -2.035109 0.333542 -6.424404 -0.04 0.03 0.03
H -0.738845 1.279050 -7.177124 -0.02 -0.04 -0.02
H -0.343843 -0.151830 -6.194021 -0.03 0.02 -0.05
H -0.095395 1.835125 -5.018685 -0.12 0.00 0.04
C 2.954411 0.679575 5.431982 0.06 0.09 -0.41
O 3.603761 1.454246 4.421556 -0.03 -0.06 0.30
H 3.429794 0.900481 6.382741 0.04 0.04 0.01
H 1.896636 0.931029 5.498142 -0.03 -0.04 0.08
H 3.057510 -0.388955 5.223983 -0.06 -0.03 0.12
H 3.173970 1.253266 3.587649 -0.05 0.08 -0.09
C 1.326025 -0.418865 8.791798 -0.14 0.11 -0.14
O 0.767169 -0.395283 7.477271 0.07 -0.09 0.14
H 2.012208 -1.259062 8.838851 0.02 -0.04 -0.03
H 1.877445 0.500910 9.001719 0.03 -0.03 0.04
H 0.549769 -0.553571 9.548112 0.04 -0.02 0.04
H 0.160005 0.346860 7.435805 -0.06 0.04 -0.02
C 3.130895 2.998182 -1.215540 -0.21 0.00 -0.30
O 3.212051 3.664412 -2.469815 0.13 0.05 0.16
H 4.146433 2.787592 -0.888534 0.05 0.01 -0.01
H 2.636046 3.617892 -0.462032 0.03 -0.05 0.05
H 2.588746 2.055601 -1.317891 0.02 -0.04 0.16
H 2.314860 3.827915 -2.770439 -0.03 0.01 -0.06
C 6.881017 2.161208 3.598298 0.10 0.12 -0.23
O 7.073856 1.859299 2.211852 -0.10 -0.04 0.19
H 6.985929 1.232315 4.150408 0.00 -0.06 -0.01
H 7.635112 2.869988 3.949878 0.00 -0.04 0.05
H 5.886299 2.565692 3.783445 -0.05 -0.03 0.07
H 6.986087 2.682689 1.726330 0.06 0.04 -0.08
C -6.848625 -8.446254 1.826800 -0.16 0.13 -0.15
O -6.937454 -7.609867 0.672243 0.07 -0.09 0.19
H -5.803922 -8.714814 1.955442 0.04 0.00 -0.03
H -7.192613 -7.921656 2.721135 0.03 -0.04 0.04
H -7.433373 -9.358957 1.697559 0.03 -0.04 0.04
H -7.861071 -7.374088 0.556697 -0.06 0.02 -0.05
C 4.510298 1.778411 -5.016767 -0.72 -0.66 -0.03
O 3.394075 0.889944 -4.922857 -1.17 2.64 -0.80
H 4.132430 2.790613 -5.107804 0.02 0.10 0.04
H 5.120978 1.712316 -4.114942 0.19 0.18 0.04
H 5.119187 1.539456 -5.891840 0.13 0.08 -0.03
H 3.740796 -0.003324 -4.834474 -0.21 0.40 -0.46
C 4.732302 -0.627954 -2.842717 0.02 0.00 0.26
O 4.478082 -0.947715 -4.210432 1.59 -2.61 1.36
H 3.959846 0.068172 -2.522781 0.00 0.03 -0.11
H 4.686466 -1.525825 -2.218383 0.03 0.04 -0.07
H 5.708357 -0.152785 -2.724498 -0.04 -0.03 0.01
H 5.155210 -1.560265 -4.505623 0.06 -0.12 -0.17

=====

7
Properties=species:S:1:pos:R:3:forces:R:3 method="wB97M-V/def2-TZVPD" e_above_lowest_kcal_mol=0.00 homo_lumo_gap_ev=11.1 lumo_energy_ev=0.8 smiles=N[SiH2]Cl
N 0.932661 -0.553367 0.203396 -1.03 -0.89 -2.30
Si -0.573360 0.212251 -0.223555 1.11 0.94 0.90
Cl -0.553511 2.242233 0.424986 0.16 -0.90 -0.18
H 1.305074 -0.541061 1.096315 0.60 0.24 2.06
H 1.252322 -1.428985 -0.254652 -0.56 1.14 0.22
H -1.822346 -0.234227 0.418080 0.07 -0.28 -0.18
H -0.540839 0.303157 -1.664570 -0.34 -0.26 -0.51

=====

10
Properties=species:S:1:pos:R:3:forces:R:3 method="wB97M-V/def2-TZVPD" e_above_lowest_kcal_mol=41.70 homo_lumo_gap_ev=5.6 lumo_energy_ev=-0.3
S -0.700642 -2.659395 0.192907 -0.26 1.38 0.05
H -0.105344 -3.795041 -0.061142 0.38 -0.79 -0.20
N 1.011998 1.286381 0.549511 0.85 -0.02 -0.78
C 0.327817 0.746371 -0.455392 -0.56 -0.58 2.10
N -0.932526 0.507069 -0.296870 -1.11 0.43 -1.61
H 0.561522 1.681942 1.362309 -0.02 -0.39 -0.07
H 1.993117 1.048744 0.621397 -0.15 0.37 -0.02
H 0.810709 0.401042 -1.359072 0.11 0.01 0.10
H -1.455354 0.108214 -1.066157 0.21 -0.39 0.06
H -1.511301 0.674677 0.512507 0.55 -0.02 0.36

=====

17
Properties=species:S:1:pos:R:3:forces:R:3 method="wB97M-V/def2-TZVPD" e_above_lowest_kcal_mol=56.08 homo_lumo_gap_ev=9.8 lumo_energy_ev=0.9 smiles="C[C@H]1C/C(=N/S)CO1"
C -1.536226 2.503253 -0.326065 0.90 -0.28 0.94
C -1.026441 1.385152 -1.267126 -1.48 -0.28 -0.19
C 0.420328 0.894731 -1.258140 -0.13 -0.32 1.33
C 0.494473 -0.222109 -0.128351 -1.09 3.72 -2.00
C -0.901092 -0.566812 -0.024299 -4.14 -2.67 0.93
H -2.614040 2.442434 -0.282633 -0.37 -0.55 0.07
H -1.428718 3.542300 -0.707525 0.86 -0.66 0.43
H -1.147404 2.307255 0.738473 -0.42 0.80 -1.51
H -1.438602 1.598538 -2.260447 0.67 0.20 -0.07
H 0.594200 0.305471 -2.120206 -0.03 -0.51 -1.30
H 1.169081 1.649951 -1.271730 0.67 0.62 0.50
H -1.323287 -0.445771 1.038820 0.85 -0.08 -1.20
H -1.120740 -1.634712 -0.309317 0.44 0.68 0.54
H 2.779838 -1.585398 1.961861 -1.43 -0.65 -0.17
N 1.502360 -0.516087 0.525778 1.37 -0.77 0.19
O -1.758679 0.165141 -0.945668 1.80 0.00 0.97
S 1.461022 -1.865867 1.570093 1.53 0.75 0.53